{
  "formula": "C4H5HgO2",
  "method": "wB97M-V/def2-TZVPD",
  "lumo_ev": [-5.00, -7.51],
  "mol_weight_g_mol": 285.67,
  "gap_ev": [8.5, 5.6],
  "s2": 2.017,
  "charge": 1,
  "e_above_lowest_kj_mol": 299.4,
  "energy_ha": -458.7374,
  "multiplicity": 3,
  "elements": ["H", "O", "C", "C", "C", "C", "O", "Hg", "H", "H", "H", "H"],
  "xyz": [[0.850, 1.288, 0.072], [-2.362, -0.257, 0.736], [-1.016, -0.076, 0.775], [-0.384, 0.140, -0.444], [0.585, -0.930, 0.022], [1.879, -0.422, 0.154], [2.069, 0.794, -0.243], [2.215, 0.776, -2.511], [-2.795, 0.369, 1.325], [-0.619, 0.355, 1.700], [-0.854, -0.049, -1.410], [0.431, -1.990, -0.176]]
}